# 1
57
Properties=species:S:1:pos:R:3 method="wB97M-V/def2-TZVPD" spin_multiplicity=1 total_charge=+2 de_lowest_ev=0.000 energy_ha=-1378.2527 gap_ha=0.2826
Y -4.653 4.565 -15.747
C -6.295 0.345 -16.378
C -5.322 1.041 -15.427
C -3.901 0.485 -15.612
O -5.365 2.433 -15.543
H -7.360 0.510 -16.175
H -6.225 -0.734 -16.166
H -6.023 0.467 -17.428
H -5.671 0.751 -14.413
H -3.253 0.839 -14.809
H -3.492 0.854 -16.554
H -3.879 -0.601 -15.551
O -3.684 0.195 -12.072
H -4.567 0.237 -12.458
H -3.511 -0.745 -11.917
O -0.932 -1.055 -14.844
H -0.446 -1.027 -14.005
H -0.265 -1.316 -15.498
O -7.661 2.974 -13.592
H -7.921 2.405 -12.855
H -7.035 2.438 -14.097
O -1.003 1.676 -15.381
H -1.060 1.860 -14.424
H -1.009 0.691 -15.408
O -1.276 1.702 -12.376
H -2.117 1.203 -12.390
H -1.455 2.512 -11.887
O -5.007 4.104 -18.013
H -5.682 3.352 -18.142
H -4.942 4.525 -18.883
O -2.630 3.455 -16.563
H -1.985 2.816 -16.086
H -2.737 3.103 -17.458
O -3.362 3.847 -13.836
H -2.826 4.392 -13.236
H -3.662 3.083 -13.310
O -10.346 -0.016 -17.502
H -11.056 0.218 -18.113
H -9.535 0.018 -18.025
O -8.188 0.210 -19.646
H -7.447 -0.373 -19.862
H -8.970 -0.311 -19.883
O -2.805 -3.325 -14.606
H -2.388 -2.473 -14.796
H -3.311 -3.563 -15.390
O -8.470 -2.922 -16.078
H -8.138 -2.025 -16.183
H -8.475 -3.074 -15.126
O -7.053 2.661 -18.664
H -7.912 3.082 -18.804
H -7.265 1.711 -18.607
O -7.065 4.419 -16.155
H -7.893 4.790 -15.811
H -7.233 3.474 -16.346
O -7.249 0.422 -11.919
H -6.834 -0.448 -11.891
H -7.856 0.412 -11.166

=====

# 2
57
Properties=species:S:1:pos:R:3 method="wB97M-V/def2-TZVPD" spin_multiplicity=1 de_lowest_ev=1.681 energy_ha=-2272.6380 gap_ha=0.3076
C 3.739 5.140 -0.651
O 3.968 4.225 -1.693
C 2.995 3.320 -1.983
C 1.768 3.238 -1.356
C 0.828 2.272 -1.715
C 1.134 1.371 -2.719
C 2.367 1.449 -3.366
C 3.301 2.405 -3.018
O 4.527 2.552 -3.589
C 4.901 1.655 -4.605
C 0.160 0.300 -3.142
N -0.899 0.141 -2.172
C -1.054 -1.032 -1.536
O -0.450 -2.048 -1.822
C -2.044 -1.034 -0.398
C -1.586 -0.821 0.895
C -2.462 -0.909 1.958
S -1.820 -0.665 3.619
O -0.719 0.247 3.539
O -2.919 -0.370 4.486
N -1.217 -2.140 4.084
C 0.054 -2.558 3.525
C -0.140 -3.714 2.549
O -0.728 -4.841 3.178
C -1.501 -4.535 4.320
C -2.211 -3.192 4.191
C -3.796 -1.214 1.764
C -4.265 -1.441 0.480
C -3.386 -1.354 -0.592
Cl -3.959 -1.617 -2.195
C -1.505 1.388 -1.772
C -0.489 2.217 -0.987
H 4.645 5.740 -0.583
H 2.888 5.795 -0.869
H 3.570 4.631 0.304
H 1.512 3.925 -0.565
H 2.579 0.735 -4.146
H 4.237 1.727 -5.472
H 4.917 0.621 -4.244
H 5.908 1.948 -4.898
H -0.279 0.558 -4.116
H 0.665 -0.664 -3.239
H -0.553 -0.573 1.076
H 0.504 -1.693 3.040
H 0.713 -2.871 4.343
H 0.821 -4.048 2.149
H -0.772 -3.391 1.707
H -0.868 -4.526 5.218
H -2.230 -5.344 4.414
H -2.859 -3.213 3.303
H -2.827 -2.986 5.068
H -4.454 -1.249 2.618
H -5.302 -1.681 0.304
H -1.797 1.923 -2.682
H -2.399 1.201 -1.175
H -0.340 1.770 0.001
H -0.876 3.227 -0.833